The following is a DFT calculation (ωB97M-V with the def2-TZVPD basis set) of 13 unconnected molecules or ions with the total composition C48H69N7O18 at a distorted geometry.

- Highest occupied orbital energy: -0.3407 Eh
- Energy: -3607.851549 Ha

Structure (XYZ):
```
142
C48H69N7O18 ωB97M-V with the def2-TZVPD basis set
N 17.5862 7.9035 0.6057
C 17.5790 7.1863 -0.5359
C 17.4082 7.7308 -1.8411
C 17.2808 9.1223 -1.8688
C 17.2995 9.8738 -0.6782
C 17.4802 9.2501 0.5611
H 17.8113 6.1325 -0.4930
H 17.5206 7.0388 -2.6626
H 17.1019 9.6433 -2.7978
H 17.2715 10.9534 -0.6840
H 17.5599 9.7724 1.5031
N 25.8967 7.1363 -10.2849
C 26.5480 6.3898 -9.3537
C 25.9596 6.1744 -8.1207
C 24.6045 6.5273 -7.9564
C 23.8970 7.2363 -8.9275
C 24.5895 7.4700 -10.1365
H 27.6147 6.2930 -9.4919
H 26.5206 5.8703 -7.2494
H 24.0883 6.3210 -7.0304
H 22.8754 7.5694 -8.8194
H 24.0660 8.1237 -10.8185
C 12.0717 13.7107 -12.3450
C 10.8812 14.1850 -13.2487
O 11.0246 13.5390 -14.4934
C 11.8970 12.5609 -14.3359
O 12.2225 11.7987 -15.2103
O 12.3475 12.5002 -13.0239
H 11.7317 13.4433 -11.3445
H 12.8544 14.4504 -12.1768
H 10.9269 15.2624 -13.4075
H 9.8962 14.0102 -12.8158
C 23.0035 6.1049 -15.9481
C 23.2763 5.0237 -17.0297
O 22.9623 3.8114 -16.3389
C 22.1541 4.1227 -15.3282
O 21.5986 3.2979 -14.6497
O 21.9740 5.3990 -15.2500
H 22.6853 7.0168 -16.4534
H 23.8334 6.3904 -15.3016
H 24.3426 4.9736 -17.2503
H 22.6690 5.1203 -17.9297
C 18.3742 8.8377 -12.0359
C 17.2831 9.9185 -11.8156
O 16.8874 9.7130 -10.4501
C 17.4271 8.5988 -9.9760
O 17.1373 8.1392 -8.8958
O 18.1868 8.0280 -10.9276
H 19.3790 9.2462 -12.1436
H 17.9568 8.3241 -12.9019
H 16.4172 9.7249 -12.4487
H 17.4878 10.9429 -12.1267
C 22.2724 14.5310 -13.0645
C 22.5633 14.4028 -14.4965
O 23.9337 14.5175 -14.4640
C 24.4526 14.4121 -13.2460
O 25.6557 14.1964 -12.9522
O 23.4687 14.3806 -12.3775
H 21.5760 13.7221 -12.8432
H 21.8694 15.5232 -12.8612
H 22.0426 15.2217 -14.9929
H 22.2518 13.4235 -14.8598
C 17.7245 20.1061 -9.7549
C 16.5632 20.3184 -10.7595
O 16.2815 18.9720 -11.1426
C 17.0356 18.0740 -10.4890
O 16.9347 16.8387 -10.6101
O 17.8829 18.6807 -9.6135
H 17.5679 20.6400 -8.8176
H 18.5715 20.6415 -10.1839
H 16.8919 20.8985 -11.6218
H 15.7709 20.9050 -10.2945
C 19.8233 13.6970 -5.2544
C 19.7296 13.1522 -6.6676
O 20.5314 11.9805 -6.5173
C 21.2042 11.9175 -5.3887
O 22.0601 11.0588 -5.0919
O 20.7212 12.8490 -4.5660
H 18.8114 13.7215 -4.8500
H 20.3362 14.6573 -5.3085
H 20.2813 13.7660 -7.3797
H 18.7063 12.9258 -6.9672
C 12.7474 10.0129 -4.8487
C 12.1905 11.0444 -5.8290
C 13.0664 12.2113 -6.0050
C 13.3148 13.0471 -4.8408
N 13.4936 13.7091 -3.9082
H 12.1709 9.0881 -4.8258
H 12.6168 10.3751 -3.8290
H 13.7619 9.6439 -4.9996
H 11.2310 11.3977 -5.4513
H 11.9790 10.5952 -6.7993
H 12.4652 12.8793 -6.6219
H 13.9866 11.9778 -6.5407
C 11.6138 6.2840 -10.2654
C 10.5568 5.5739 -9.3508
C 11.2320 4.7036 -8.2820
C 11.5198 3.3888 -8.8017
N 11.7610 2.3475 -9.1972
H 11.1533 7.0469 -10.8932
H 12.2098 5.5594 -10.8201
H 12.3182 6.8730 -9.6781
H 9.9087 5.0300 -10.0380
H 9.9190 6.3570 -8.9408
H 10.5403 4.5162 -7.4606
H 12.1735 5.1536 -7.9669
C 19.1273 1.6394 -9.4319
C 20.3830 2.2045 -8.7220
C 21.0635 1.2572 -7.7085
C 21.5834 0.0065 -8.3171
N 21.9604 -1.0000 -8.7954
H 18.8654 2.3087 -10.2513
H 18.3104 1.6674 -8.7107
H 19.2101 0.5979 -9.7424
H 20.1518 3.1806 -8.2954
H 21.1148 2.4078 -9.5037
H 20.4246 0.9928 -6.8660
H 21.8968 1.7646 -7.2225
C 16.3713 16.1702 -16.1161
C 16.9393 17.2192 -17.0867
C 17.0255 18.6603 -16.4998
C 18.2653 18.9377 -15.6736
N 19.1320 19.1742 -14.9942
H 16.4704 15.1814 -16.5638
H 15.3162 16.3518 -15.9113
H 16.9236 16.1890 -15.1765
H 16.3901 17.2722 -18.0267
H 17.9309 16.9797 -17.4707
H 16.1477 18.9566 -15.9254
H 17.0503 19.3584 -17.3365
C 15.4589 6.4201 -17.3525
C 15.8849 7.1327 -18.6702
C 17.3861 7.6256 -18.9329
C 17.8848 8.5211 -17.8981
N 18.2298 9.2535 -17.1058
H 14.4302 6.0683 -17.4312
H 15.5218 7.1557 -16.5506
H 16.0878 5.5589 -17.1269
H 15.2124 7.9903 -18.6529
H 15.5712 6.5090 -19.5073
H 17.4417 8.0047 -19.9533
H 18.0840 6.7898 -18.8816
```